Record 1
10 unconnected molecules or ions with the total composition C48H104O24S6 at a distorted geometry. Source: OMol25; level of theory: wB97M-V/def2-TZVPD.

For the total energy, the calculation gives -165603.955 eV. The calculation puts the gap between HOMO and LUMO at 9.3 eV. The calculation puts the highest occupied orbital energy at -9.10 eV. As for the molar mass: 1257.738 g/mol. As for the SMILES: O=S1(=O)CCCC1.O=S1(=O)CCCC1.O=S1(=O)CCCC1.O=S1(=O)CCCC1.O=S1(=O)CCCC1.O=S1(=O)CCCC1.COCCOCCOC.COCCOCCOC.COCCOCCOC.COCCOCCOC.

Structure (ORCA input):
```
! wB97M-V def2-TZVPD RIJCOSX def2/J DEFGRID3
* xyz 0 1
O 15.407 22.342 14.459
S 16.555 21.937 15.233
O 17.710 21.499 14.480
C 17.098 23.320 16.303
C 17.231 22.721 17.690
C 16.095 21.612 17.792
C 16.179 20.769 16.562
H 16.306 24.074 16.215
H 18.004 23.795 15.901
H 18.176 22.193 17.781
H 17.156 23.448 18.500
H 15.110 22.080 17.891
H 16.293 21.039 18.697
H 15.196 20.319 16.363
H 16.979 20.027 16.527
O 15.953 8.498 16.002
S 17.206 9.154 15.658
O 18.030 8.734 14.511
C 16.895 10.973 15.603
C 17.497 11.592 16.850
C 17.791 10.497 17.911
C 18.193 9.187 17.221
H 15.829 11.035 15.473
H 17.322 11.249 14.631
H 18.341 12.156 16.480
H 16.769 12.231 17.316
H 16.951 10.341 18.564
H 18.529 10.855 18.643
H 18.028 8.322 17.861
H 19.268 9.187 17.012
O 18.322 16.451 15.103
S 19.687 15.975 15.215
O 20.748 16.559 14.447
C 20.057 16.149 17.014
C 19.990 14.706 17.469
C 20.626 13.839 16.364
C 19.864 14.118 15.069
H 19.145 16.657 17.313
H 21.032 16.608 17.121
H 20.448 14.522 18.440
H 18.944 14.474 17.640
H 20.732 12.812 16.709
H 21.662 14.211 16.310
H 18.868 13.664 15.015
H 20.462 13.895 14.197
O 17.857 14.073 20.343
S 16.853 14.961 20.993
O 16.937 16.389 20.819
C 15.170 14.517 20.485
C 14.667 13.576 21.604
C 15.150 14.259 22.931
C 16.652 14.494 22.838
H 15.058 14.116 19.466
H 14.601 15.477 20.520
H 13.573 13.425 21.584
H 15.133 12.567 21.507
H 14.885 13.648 23.772
H 14.699 15.242 23.092
H 17.283 13.596 22.963
H 17.058 15.285 23.442
O 14.240 19.097 11.900
S 15.392 18.694 12.662
O 15.251 18.738 14.118
C 15.849 16.959 12.185
C 17.080 17.237 11.254
C 17.849 18.429 11.845
C 16.862 19.564 12.037
H 14.946 16.591 11.659
H 16.053 16.433 13.136
H 17.650 16.307 11.142
H 16.630 17.467 10.284
H 18.681 18.727 11.217
H 18.165 18.174 12.866
H 16.570 20.208 11.217
H 17.073 20.163 12.943
O 14.988 15.257 14.947
S 15.100 15.608 16.341
O 15.748 14.638 17.201
C 15.919 17.230 16.712
C 15.011 17.686 17.889
C 13.582 17.363 17.477
C 13.503 15.908 16.972
H 15.782 17.807 15.792
H 16.939 16.984 16.905
H 15.251 17.064 18.759
H 15.096 18.741 18.132
H 13.282 17.994 16.641
H 12.814 17.659 18.209
H 12.724 15.814 16.223
H 13.324 15.221 17.793
C 10.491 9.538 9.985
O 11.001 10.835 10.332
C 12.303 11.117 9.747
C 12.879 12.325 10.474
O 13.335 11.903 11.738
C 13.929 12.848 12.598
C 15.374 13.204 12.212
O 16.328 12.144 12.486
C 17.583 12.734 12.192
H 10.573 9.436 8.919
H 9.483 9.550 10.366
H 11.126 8.795 10.448
H 12.192 11.287 8.660
H 13.103 10.349 9.908
H 12.108 13.110 10.557
H 13.646 12.790 9.858
H 13.893 12.448 13.604
H 13.399 13.763 12.367
H 15.700 14.063 12.823
H 15.428 13.477 11.147
H 17.884 13.494 12.957
H 17.488 13.293 11.247
H 18.284 11.901 12.176
C 12.149 21.547 16.259
O 11.319 20.961 15.277
C 12.090 20.209 14.344
C 11.254 19.166 13.686
O 10.379 19.767 12.740
C 9.142 20.160 13.347
C 8.926 21.657 13.205
O 8.386 21.917 11.920
C 8.497 23.296 11.682
H 12.954 22.132 15.779
H 12.572 20.738 16.882
H 11.561 22.257 16.827
H 12.911 19.790 14.921
H 12.538 20.923 13.632
H 10.722 18.627 14.450
H 11.885 18.458 13.151
H 9.137 19.901 14.386
H 8.311 19.629 12.902
H 9.914 22.152 13.316
H 8.207 22.015 13.983
H 8.085 23.511 10.690
H 9.559 23.639 11.709
H 8.042 23.864 12.489
C 13.117 21.100 20.199
O 12.592 19.922 19.635
C 12.294 18.926 20.586
C 13.530 18.341 21.275
O 14.002 19.164 22.310
C 15.158 18.682 22.877
C 15.633 19.605 24.026
O 15.185 19.315 25.319
C 15.821 18.302 25.928
H 14.209 21.175 20.193
H 12.810 21.279 21.262
H 12.753 21.916 19.585
H 11.830 18.098 20.026
H 11.649 19.335 21.379
H 14.418 18.164 20.628
H 13.265 17.337 21.676
H 15.958 18.597 22.133
H 15.086 17.646 23.293
H 15.204 20.595 23.814
H 16.737 19.667 24.079
H 15.151 17.482 26.160
H 16.247 18.797 26.823
H 16.718 17.931 25.391
C 13.101 12.086 16.618
O 12.508 13.020 17.478
C 11.130 12.664 17.655
C 10.568 13.565 18.696
O 10.667 14.928 18.283
C 9.519 15.432 17.634
C 9.792 16.872 17.274
O 9.670 17.727 18.358
C 9.889 19.103 18.006
H 14.144 12.336 16.663
H 12.828 12.219 15.556
H 12.899 11.032 16.899
H 11.024 11.631 18.021
H 10.625 12.811 16.699
H 11.204 13.495 19.588
H 9.531 13.251 18.922
H 8.665 15.416 18.313
H 9.297 14.888 16.692
H 9.152 17.142 16.406
H 10.809 16.959 16.869
H 9.819 19.694 18.902
H 9.211 19.389 17.205
H 10.882 19.157 17.542
*
```



Record 2
4 unconnected molecules or ions with the total composition C48H108NO3P3 at a distorted geometry. Source: OMol25; level of theory: wB97M-V/def2-TZVPD.

For the total energy, the calculation gives -87013.795 eV. The calculation puts the gap between HOMO and LUMO at 9.0 eV. The calculation puts the highest occupied orbital energy at -12.16 eV. As for the molar mass: 840.318 g/mol. For the energy above the lowest of the compared OMol25 structures with the same formula, charge and spin, the calculation gives 6.4 kJ/mol.

Structure (ORCA input):
```
! wB97M-V def2-TZVPD RIJCOSX def2/J DEFGRID3
* xyz 2 1
C 2.421 -3.019 10.326
C 2.711 -1.632 9.738
C 2.907 -1.636 8.242
C 1.622 -2.032 7.503
P 1.539 -1.606 5.757
C 1.755 0.168 5.548
C 0.631 1.075 5.985
C 0.830 2.521 5.506
C 0.586 2.676 4.000
C -0.083 -2.063 5.045
C -1.112 -2.681 6.006
C -2.497 -2.682 5.334
C -3.685 -2.939 6.254
C 2.812 -2.386 4.743
C 4.264 -2.214 5.169
C 5.207 -2.524 4.011
C 6.666 -2.165 4.290
H 1.491 -3.438 9.933
H 2.432 -2.981 11.407
H 3.172 -3.719 9.938
H 3.575 -1.207 10.253
H 1.886 -0.982 10.062
H 3.631 -2.424 8.012
H 3.324 -0.706 7.858
H 0.727 -1.650 8.003
H 1.478 -3.120 7.500
H 2.123 0.366 4.535
H 2.664 0.379 6.134
H 0.573 1.088 7.078
H -0.343 0.725 5.626
H 1.836 2.866 5.763
H 0.133 3.179 6.024
H 0.840 3.677 3.658
H -0.457 2.415 3.800
H 1.190 1.998 3.388
H 0.062 -2.749 4.207
H -0.395 -1.099 4.638
H -1.174 -2.042 6.897
H -0.828 -3.686 6.318
H -2.461 -3.468 4.568
H -2.621 -1.721 4.823
H -4.529 -3.039 5.578
H -3.853 -2.090 6.914
H -3.506 -3.857 6.811
H 2.644 -1.896 3.769
H 2.500 -3.417 4.556
H 4.501 -2.852 6.022
H 4.492 -1.182 5.454
H 4.830 -2.030 3.107
H 5.140 -3.574 3.700
H 7.141 -1.967 3.322
H 7.235 -3.021 4.652
H 6.792 -1.288 4.917
C 3.490 1.531 -2.112
C 3.596 2.299 -3.414
C 2.214 2.747 -3.848
C 2.303 3.721 -5.047
P 0.792 3.895 -5.997
C 0.373 2.270 -6.644
C -1.015 2.152 -7.250
C -1.470 0.697 -7.395
C -2.921 0.562 -7.871
C -0.474 4.316 -4.746
C -1.570 5.232 -5.262
C -2.597 5.562 -4.176
C -3.763 6.389 -4.670
C 0.987 5.062 -7.344
C 1.440 4.398 -8.666
C 2.005 5.454 -9.619
C 3.345 6.038 -9.115
H 2.882 0.628 -2.198
H 3.029 2.150 -1.335
H 4.440 1.194 -1.699
H 4.024 1.590 -4.129
H 4.289 3.137 -3.326
H 1.712 3.269 -3.036
H 1.678 1.843 -4.147
H 3.145 3.532 -5.723
H 2.528 4.720 -4.647
H 0.470 1.514 -5.856
H 1.146 1.966 -7.356
H -1.001 2.535 -8.283
H -1.803 2.754 -6.795
H -1.393 0.233 -6.402
H -0.772 0.145 -8.027
H -3.449 1.526 -7.806
H -3.498 -0.127 -7.261
H -3.042 0.350 -8.934
H 0.105 4.869 -4.000
H -0.795 3.365 -4.319
H -2.107 4.846 -6.136
H -1.155 6.184 -5.613
H -2.083 6.125 -3.386
H -2.911 4.624 -3.707
H -4.555 6.325 -3.926
H -4.168 5.944 -5.583
H -3.474 7.414 -4.875
H 1.732 5.800 -7.029
H 0.066 5.607 -7.551
H 0.560 3.945 -9.127
H 2.195 3.628 -8.491
H 1.276 6.259 -9.732
H 2.214 5.007 -10.587
H 4.055 6.053 -9.939
H 3.731 5.467 -8.271
H 3.281 7.091 -8.835
C -1.680 1.001 -3.231
C -2.643 -0.085 -2.752
C -1.989 -1.463 -2.683
C -2.816 -2.508 -1.933
P -2.493 -2.675 -0.154
C -3.508 -4.119 0.227
C -3.575 -4.666 1.660
C -4.727 -4.136 2.509
C -4.956 -5.018 3.732
C -0.741 -3.095 0.026
C -0.223 -4.125 -0.958
C 1.256 -4.440 -0.731
C 1.897 -5.282 -1.819
C -2.882 -1.233 0.819
C -1.806 -0.148 0.809
C -2.232 1.108 1.595
C -2.602 2.296 0.731
H -1.248 0.777 -4.209
H -0.874 1.083 -2.498
H -2.243 1.934 -3.278
H -3.520 -0.110 -3.404
H -2.998 0.234 -1.763
H -0.953 -1.372 -2.334
H -1.867 -1.790 -3.723
H -2.710 -3.520 -2.322
H -3.869 -2.224 -2.045
H -3.043 -4.916 -0.363
H -4.491 -3.951 -0.215
H -2.641 -4.511 2.203
H -3.716 -5.738 1.517
H -5.668 -4.039 1.957
H -4.532 -3.110 2.847
H -5.732 -4.596 4.375
H -4.051 -5.007 4.348
H -5.238 -6.050 3.539
H -0.647 -3.420 1.075
H -0.181 -2.151 0.048
H -0.300 -3.702 -1.965
H -0.758 -5.078 -0.902
H 1.441 -4.924 0.237
H 1.844 -3.519 -0.606
H 1.606 -6.338 -1.756
H 2.977 -5.314 -1.679
H 1.647 -4.946 -2.826
H -2.967 -1.620 1.846
H -3.864 -0.809 0.587
H -1.417 0.128 -0.173
H -0.921 -0.541 1.313
H -1.387 1.389 2.237
H -3.033 0.947 2.325
H -1.798 2.615 0.064
H -2.802 3.183 1.342
H -3.522 2.113 0.167
N 1.829 -1.197 1.165
O 1.486 -0.449 0.216
O 0.974 -1.528 2.048
O 3.001 -1.534 1.318
*
```



- The highest highest occupied orbital energy belongs to which entry?
  C48H104O24S6



- What is the formula in the first record?
  C48H104O24S6



- Which of these has the lowest highest occupied orbital energy?
  C48H108NO3P3